# C3H3N2O3S

An isolated ion of composition C3H3N2O3S and charge +1 at a distorted geometry (ωB97M-V with the def2-TZVPD basis set, the Open Molecules 2025 dataset).

Computed properties:
HOMO = -15.286 eV
2S+1 = 1
orbital gap = 7.4 eV
charge = +1

Each line ends with the Mulliken charge.
Element x y z (Å)
1 C 0.69919 0.67928 1.07436  -0.222
2 C -0.14803 -1.03198 -0.04913  0.010
3 C 1.15029 0.92611 -0.23363  0.562
4 N 0.11357 -0.40413 1.24278  -0.392
5 N 0.45311 -0.24449 -0.96631  -0.187
6 O 1.94659 1.57047 -0.84002  -0.407
7 O -1.97081 1.18796 -0.02007  -0.183
8 O -1.63305 -1.20271 -0.19533  -0.137
9 S -2.61199 -0.05217 -0.20861  0.833
10 H 0.99212 1.11315 1.98972  0.468
11 H 0.13666 -2.02069 0.00918  0.393
12 H 0.87236 -0.52082 -1.80294  0.263

***

# C3H3N2OS

An isolated ion of composition C3H3N2OS and charge +1 at a distorted geometry (ωB97M-V with the def2-TZVPD basis set, the Open Molecules 2025 dataset).

Computed properties:
HOMO = -13.341 eV
structure (SMILES) = O=[N+]=N/C=C\C=S
2S+1 = 1
energy above the lowest of the compared OMol25 structures with the same formula, charge and spin = 5.608 eV
orbital gap = 6.6 eV
charge = +1

Each line ends with the Mulliken charge.
Element x y z (Å)
1 O 0.32574 3.20548 -1.76436  -0.345
2 N 0.40698 2.19426 -1.24379  0.569
3 N 0.22544 1.15087 -0.81220  0.262
4 C 0.75994 0.01761 -0.31833  0.031
5 C 0.21614 -0.92851 0.49705  -0.090
6 C -1.07354 -1.18617 1.04796  -0.391
7 S -2.56389 -0.89561 0.43214  -0.059
8 H 1.79306 -0.12460 -0.62520  0.393
9 H 0.95046 -1.66168 0.82326  0.316
10 H -1.04031 -1.77164 1.96348  0.314

***

# C3H3N2OS

An isolated ion of composition C3H3N2OS and charge +1 at a distorted geometry (ωB97M-V with the def2-TZVPD basis set, the Open Molecules 2025 dataset).

Computed properties:
HOMO (spin up / spin down) = -16.244 / -15.839 eV
2S+1 = 1
energy above the lowest of the compared OMol25 structures with the same formula, charge and spin = 6.814 eV
orbital gap (spin up / spin down) = 7.0 / 9.3 eV
charge = +1

Each line ends with the Mulliken charge.
Element x y z (Å)
1 C 1.81521 0.65341 1.94874  0.404
2 C 0.35910 -0.33295 0.88521  0.604
3 C -1.16656 -0.34270 -1.34850  -0.761
4 N 1.20064 -0.55694 1.82116  -0.311
5 N 1.43391 1.59102 1.18978  -0.092
6 O 0.56127 1.04889 0.34248  -0.114
7 S -0.73317 -1.31915 0.14053  0.167
8 H -0.42600 -0.95844 -1.85117  0.338
9 H -0.86752 0.66466 -1.42150  0.376
10 H -2.17687 -0.44780 -1.70675  0.389

***

# C3H3N2S

An isolated ion of composition C3H3N2S and charge +1 at a distorted geometry (ωB97M-V with the def2-TZVPD basis set, the Open Molecules 2025 dataset).

Computed properties:
HOMO = -15.471 eV
2S+1 = 1
energy above the lowest of the compared OMol25 structures with the same formula, charge and spin = 3.046 eV
orbital gap = 8.4 eV
charge = +1

Each line ends with the Mulliken charge.
Element x y z (Å)
1 C -0.52759 -0.24966 -0.10271  0.293
2 C 1.77249 0.99110 0.44539  0.156
3 C -1.53341 -0.77424 -0.74485  -0.285
4 N 0.94934 0.06117 1.51023  -0.357
5 N -0.00184 -0.48826 1.06500  0.166
6 S 0.99083 0.96454 -0.94376  0.030
7 H 2.68062 1.53262 0.81842  0.388
8 H -1.97734 -0.61695 -1.69128  0.320
9 H -2.35310 -1.42033 -0.35645  0.290

***

# C3H3N2S

C3H3N2S as an isolated structure at a distorted geometry (ωB97M-V with the def2-TZVPD basis set, the Open Molecules 2025 dataset).

Computed properties:
HOMO = -15.103 eV
2S+1 = 1
energy above the lowest of the compared OMol25 structures with the same formula, charge and spin = 5.563 eV
orbital gap = 7.4 eV
charge = +1

Each line ends with the Mulliken charge.
Element x y z (Å)
1 C 1.22443 0.05773 -0.25714  0.455
2 C 0.57834 -0.01103 1.45328  -0.141
3 C -0.51742 -0.21906 0.60770  -0.255
4 N 1.76599 0.29342 0.82142  -0.275
5 N -0.01396 -0.04495 -0.67120  -0.189
6 S -1.20659 -0.22331 -2.49512  0.272
7 H 0.76954 -0.22963 2.40737  0.474
8 H -1.41712 -0.64881 0.92467  0.413
9 H -1.18321 1.02565 -2.79098  0.246

***

# C3H3N2S

An isolated ion of composition C3H3N2S and charge +1 at a distorted geometry (ωB97M-V with the def2-TZVPD basis set, the Open Molecules 2025 dataset).

Computed properties:
HOMO (spin up / spin down) = -13.725 / -16.562 eV
2S+1 = 3
energy above the lowest of the compared OMol25 structures with the same formula, charge and spin = 2.665 eV
orbital gap (spin up / spin down) = 7.5 / 6.4 eV
charge = +1
expectation value of S² = 2.020

Each line ends with the Mulliken charge.
Element x y z (Å)
1 C -1.56955 1.28705 -0.44078  0.078
2 C -0.02548 -1.40488 0.30102  -0.039
3 C 0.87266 1.02780 -0.14065  -0.841
4 N -1.21999 -1.03330 0.20517  -0.347
5 N -1.42526 0.14969 -0.21346  0.416
6 S 1.30524 -0.52230 -0.60838  0.307
7 H 0.27445 -2.40515 0.57642  0.434
8 H 1.28149 1.86615 -0.57993  0.457
9 H 0.50644 1.03495 0.90059  0.534

***

# C3H3N3

One molecule with the formula C3H3N3 at a distorted geometry (ωB97M-V with the def2-TZVPD basis set, the Open Molecules 2025 dataset).

Computed properties:
HOMO = -8.989 eV
2S+1 = 1
energy above the lowest of the compared OMol25 structures with the same formula, charge and spin = 1.994 eV
orbital gap = 9.4 eV

Each line ends with the Mulliken charge.
Element x y z (Å)
1 C 0.57821 -0.57417 0.10276  -0.452
2 C -0.81206 -0.14135 0.48804  -0.208
3 N -1.05374 1.11421 0.68955  0.481
4 N -1.23104 2.22456 0.86552  -0.608
5 N 1.32930 0.33221 -2.24918  -0.371
6 C 1.00247 -0.07923 -1.21865  0.275
7 H 1.32496 -0.26018 0.84266  0.233
8 H -1.65129 -0.81676 0.56150  0.375
9 H 0.60023 -1.66650 0.08075  0.273

***

# C3H3N3

A 3-piece molecular cluster, C3H3N3 overall at a distorted geometry (ωB97M-V with the def2-TZVPD basis set, the Open Molecules 2025 dataset).

Computed properties:
HOMO = -12.516 eV
structure (SMILES) = C#N.C#N.C#N
2S+1 = 1
energy above the lowest of the compared OMol25 structures with the same formula, charge and spin = 1.823 eV
orbital gap = 13.7 eV

Each line ends with the Mulliken charge.
Element x y z (Å)
1 C -1.98271 -0.31690 0.35087  0.118
2 N -1.99673 0.79348 0.03821  -0.440
3 H -1.92300 -1.34985 0.63537  0.322
4 C 1.32354 -1.53644 0.24298  0.123
5 N 0.35169 -2.08066 0.54270  -0.446
6 H 2.20056 -0.98769 -0.04323  0.325
7 C 0.65942 1.85198 -0.59377  0.123
8 N 1.65474 1.26949 -0.56901  -0.444
9 H -0.28749 2.35661 -0.60412  0.321

***

# C3H3N3

One molecule with the formula C3H3N3 at a distorted geometry (ωB97M-V with the def2-TZVPD basis set, the Open Molecules 2025 dataset).

Computed properties:
HOMO = -10.650 eV
structure (SMILES) = N=C1N=CC=N1
2S+1 = 1
energy above the lowest of the compared OMol25 structures with the same formula, charge and spin = 2.178 eV
orbital gap = 8.8 eV

Each line ends with the Mulliken charge.
Element x y z (Å)
1 N -2.01516 -0.10535 0.15265  -0.488
2 C -0.72354 -0.01830 -0.03596  0.440
3 N 0.05276 -1.19196 -0.14400  -0.437
4 C 1.27975 -0.68673 0.04471  0.066
5 C 1.29822 0.70412 0.08834  -0.101
6 N 0.08210 1.18884 -0.21268  -0.430
7 H -2.23820 0.83415 0.15213  0.319
8 H 2.13854 -1.46228 0.21185  0.320
9 H 2.13528 1.39286 0.48172  0.309

***

# C3H3N3

One molecule with the formula C3H3N3 at a distorted geometry (ωB97M-V with the def2-TZVPD basis set, the Open Molecules 2025 dataset).

Computed properties:
HOMO = -10.412 eV
structure (SMILES) = C=N/N=C\C#N
2S+1 = 1
energy above the lowest of the compared OMol25 structures with the same formula, charge and spin = 2.216 eV
orbital gap = 9.8 eV

Each line ends with the Mulliken charge.
Element x y z (Å)
1 C 2.13339 1.00371 -0.01041  -0.244
2 N 1.04624 0.34738 -0.21935  -0.316
3 N 0.47726 -0.06319 1.00112  -0.310
4 C -0.72715 -0.49604 0.84848  -0.117
5 C -1.41752 -0.52402 -0.43731  0.429
6 N -2.07792 -0.51530 -1.38432  -0.338
7 H 2.68329 1.30241 -0.90173  0.273
8 H 2.56217 1.26044 0.99930  0.288
9 H -1.29689 -0.84701 1.71569  0.334